[1]
Below is one molecule with the formula C5H9NO2 at a distorted geometry, with properties calculated with ωB97M-V with the def2-TZVPD basis set.

```
17
C5H9NO2 | the Open Molecules 2025 dataset | ωB97M-V with the def2-TZVPD basis set
C -1.2115 1.6187 -0.7845
C -0.3199 0.4187 -0.8722
O 0.0084 -0.1208 -1.8938
C -0.0848 -0.3348 0.5345
C -0.8405 -1.6528 0.5685
N 1.3411 -0.5505 0.6406
C 2.1806 0.3947 0.1974
O 1.7881 1.4336 -0.3065
H -1.4167 2.0099 -1.7782
H -2.1460 1.3484 -0.2927
H -0.7092 2.3837 -0.1951
H -0.4096 0.3436 1.3317
H -1.9105 -1.4697 0.4948
H -0.5423 -2.2686 -0.2789
H -0.6420 -2.1944 1.4934
H 1.6726 -1.4699 0.8824
H 3.2420 0.1104 0.2585
```

Properties
**Total energy**: -10916.15131 eV
**LUMO level**: 0.030 Eh
**Highest occupied orbital energy**: -9.251 eV
**Energy relative to the best compared isomer or geometry (same formula, charge and spin)**: 40.9 kJ/mol
**SMILES**: CC(=O)[C@@H](C)NC=O
**HOMO-LUMO gap**: 10.1 eV


[2]
Below is a 2-piece molecular cluster, C5H9NO2S overall at a distorted geometry, with properties calculated with ωB97M-V with the def2-TZVPD basis set.

```
18
C5H9NO2S | the Open Molecules 2025 dataset | ωB97M-V with the def2-TZVPD basis set
C 2.7898 -0.9035 0.0328
C 1.7522 -0.3139 -0.1950
C 0.3406 1.8999 1.0912
C -1.6733 -2.2612 -0.8668
C 0.4786 1.7260 -0.4380
N 0.8056 0.3949 -0.7280
O -0.8741 -1.0560 1.4050
O -2.2667 0.2439 -0.1337
S -1.2097 -0.7102 0.0374
H 3.4487 -1.5873 0.3514
H -0.0177 2.8569 1.3174
H -0.0817 1.0906 1.4388
H 1.2662 1.8448 1.5688
H -1.2299 -3.1452 -0.3449
H -2.7861 -2.3255 -0.8687
H -1.3603 -2.0891 -1.9237
H -0.6282 1.9288 -0.8666
H 1.2460 2.4061 -0.8772
```

Properties
**Total energy**: -21745.29739 eV
**LUMO level (alpha / beta)**: -0.057 / -0.053 Eh
**Highest occupied orbital energy (alpha / beta)**: -8.369 / -8.884 eV
**Energy relative to the best compared isomer or geometry (same formula, charge and spin)**: 614.0 kJ/mol
**HOMO-LUMO gap (alpha / beta)**: 6.8 / 7.4 eV


[3]
Below is one molecule with the formula C5H9NO2S2 at a distorted geometry, with properties calculated with ωB97M-V with the def2-TZVPD basis set.

```
19
C5H9NO2S2 | the Open Molecules 2025 dataset | ωB97M-V with the def2-TZVPD basis set
N -0.4141 1.3339 -1.1066
C -1.4284 0.2644 -0.5864
C -1.1303 -0.2386 0.8578
C 0.1716 -1.0948 0.8733
S -0.0354 -2.8561 0.3261
C 1.3235 -0.5255 -0.0112
S 2.0800 -1.2324 -1.2761
C 1.6772 0.8726 0.4924
O 1.3496 1.1541 1.6025
O 2.4615 1.6583 -0.1552
H -0.0613 1.1388 -1.9750
H -0.9015 2.2541 -1.3085
H -1.2949 -0.6102 -1.3587
H -2.5162 0.6414 -0.5365
H -1.0536 0.6345 1.4601
H -2.0896 -0.7813 1.0908
H 0.7574 -0.9912 1.7653
H -1.3076 -3.1130 0.9015
H 2.4122 1.4911 -1.0556
```

Properties
**Total energy**: -32584.87898 eV
**LUMO level**: -0.037 Eh
**Highest occupied orbital energy**: -9.134 eV
**Energy relative to the best compared isomer or geometry (same formula, charge and spin)**: 123.7 kJ/mol
**SMILES**: NCC[C@@H](S)C(=S)C(=O)O
**HOMO-LUMO gap**: 8.1 eV


[4]
Below is a 2-piece molecular cluster, C5H9NO3 overall at a distorted geometry, with properties calculated with ωB97M-V with the def2-TZVPD basis set.

```
18
C5H9NO3 | the Open Molecules 2025 dataset | ωB97M-V with the def2-TZVPD basis set
C 2.1727 0.7747 -0.0519
C 0.9159 0.5802 0.8011
C -0.3119 0.9235 -0.0045
O -0.8440 1.9999 0.0061
C -0.7578 -0.1635 -1.0507
N -0.4499 -1.5297 -0.6722
H 2.1754 1.7689 -0.5000
H 2.2278 0.0444 -0.8540
H 3.0622 0.6763 0.5604
H 0.8422 -0.4467 1.1625
H 0.9484 1.2536 1.6562
H -1.8132 -0.0350 -1.3051
H -0.2013 0.1563 -1.9540
H 0.5326 -1.7416 -0.8477
H -1.0185 -2.1812 -1.1874
O -1.8089 -0.0574 2.0856
C -2.4757 -0.6759 1.3685
O -3.1961 -1.3467 0.7872
```

Properties
**Total energy**: -12964.03210 eV
**LUMO level**: 0.026 Eh
**Highest occupied orbital energy**: -9.156 eV
**Energy relative to the best compared isomer or geometry (same formula, charge and spin)**: 65.0 kJ/mol
**SMILES**: CCC(=O)CN.O=C=O
**HOMO-LUMO gap**: 9.9 eV